100
Properties=species:S:1:pos:R:3 method="wB97M-V/def2-TZVPD" total_charge=-1 homo_lumo_gap_ev=6.560 homo_ev=-4.08
Pt -0.94 -0.59 -0.89
C -6.59 -0.27 3.27
C -5.26 -0.58 2.63
C -4.67 -1.83 2.73
C -3.47 -2.09 2.11
C -2.77 -1.12 1.36
N -1.59 -1.50 0.75
C -0.66 -2.28 1.40
C -0.52 -2.19 2.80
C 0.42 -2.92 3.50
C 1.28 -3.79 2.84
C 2.33 -4.56 3.57
C 1.15 -3.87 1.46
C 0.23 -3.14 0.72
C 0.18 -3.32 -0.82
O -0.56 -2.44 -1.56
C 1.63 -3.26 -1.41
F 2.23 -2.12 -1.03
F 1.60 -3.27 -2.75
F 2.47 -4.26 -1.06
C -0.45 -4.70 -1.11
F -1.68 -4.77 -0.58
F -0.57 -4.94 -2.43
F 0.25 -5.74 -0.61
C -3.37 0.16 1.25
C -4.60 0.38 1.88
C -2.74 1.34 0.47
O -1.49 1.18 -0.07
C -3.70 1.76 -0.69
F -3.90 0.72 -1.51
F -3.18 2.76 -1.42
F -4.93 2.18 -0.31
C -2.54 2.55 1.44
F -1.85 2.16 2.52
F -3.68 3.12 1.88
F -1.85 3.54 0.85
H -6.77 -0.92 4.13
H -7.41 -0.42 2.57
H -6.63 0.76 3.62
H -5.16 -2.62 3.29
H -3.03 -3.08 2.17
H -1.17 -1.50 3.33
H 0.49 -2.80 4.57
H 2.04 -4.75 4.61
H 3.29 -4.02 3.59
H 2.52 -5.53 3.09
H 1.81 -4.56 0.94
H -5.06 1.35 1.80
C 1.02 2.22 -1.67
C 2.11 1.78 -0.70
As 1.59 0.71 0.90
C 1.36 2.18 2.18
C 1.10 3.49 1.83
C 0.89 4.46 2.80
C 0.93 4.12 4.14
C 1.18 2.80 4.51
C 1.38 1.84 3.54
C 3.45 0.32 1.42
C 4.40 1.31 1.68
C 5.70 0.96 2.03
C 6.06 -0.37 2.13
C 5.12 -1.36 1.89
C 3.83 -1.02 1.53
As 0.02 0.79 -2.57
C -1.23 1.79 -3.65
C -1.09 3.15 -3.94
C -2.02 3.80 -4.73
C -3.09 3.10 -5.26
C -3.23 1.74 -4.99
C -2.31 1.10 -4.18
C 1.27 0.23 -3.96
C 0.94 0.31 -5.31
C 1.84 -0.10 -6.28
C 3.09 -0.58 -5.92
C 3.43 -0.67 -4.58
C 2.52 -0.27 -3.60
H 1.47 2.83 -2.46
H 0.25 2.80 -1.17
H 2.63 2.67 -0.33
H 2.87 1.18 -1.20
H 1.04 3.78 0.78
H 0.68 5.48 2.51
H 0.76 4.88 4.90
H 1.21 2.53 5.56
H 1.56 0.81 3.83
H 4.12 2.35 1.63
H 6.43 1.74 2.23
H 7.08 -0.64 2.41
H 5.40 -2.41 1.97
H 3.09 -1.79 1.35
H -0.25 3.71 -3.53
H -1.91 4.86 -4.93
H -3.82 3.60 -5.88
H -4.07 1.19 -5.39
H -2.43 0.05 -3.95
H -0.03 0.70 -5.61
H 1.57 -0.03 -7.33
H 3.79 -0.90 -6.68
H 4.39 -1.06 -4.28
H 2.79 -0.38 -2.56